[1]
The following is a quantum chemistry calculation of the molecule C4H6O2, from OMol25.

- energy above the lowest of the compared OMol25 structures with the same formula, charge and spin (kcal/mol) = 93.3
- HOMO level (spin up / spin down) (eV) = -7.5 / -7.6
- F_max (eV Å⁻¹) = 0.3
- frontier orbital gap (spin up / spin down) (eV) = 7.16 / 7.68
- net charge = 0

Each line ends with the Mulliken charge.
Geometry (Å):
H -0.312 -0.391 1.929  0.266
C -0.747 0.306 1.222  -0.488
H 2.106 -1.178 -0.731  0.332
O -1.626 -0.975 -0.485  -0.582
C 0.525 -0.117 -0.480  0.056
C 0.130 1.075 0.372  -0.234
H 1.048 1.388 0.877  0.235
H -1.816 0.469 1.270  0.243
H -0.339 1.904 -0.163  0.236
O 1.859 -0.246 -0.766  -0.511
H -0.323 -1.356 -2.011  0.376
C -0.504 -0.879 -1.034  0.069

[2]
The following is a quantum chemistry calculation of a structure of composition C4H6O2 in a non-equilibrium geometry, from OMol25.

- energy above the lowest of the compared OMol25 structures with the same formula, charge and spin (kcal/mol) = 89.9
- HOMO level (eV) = -8.9
- F_max (eV Å⁻¹) = 4.3
- frontier orbital gap (eV) = 9.10
- net charge = 0

Each line ends with the Mulliken charge.
Geometry (Å):
H 0.100 -0.425 2.410  0.316
O 1.755 0.112 0.343  -0.440
C 0.694 0.660 -1.729  -0.874
O -1.886 0.354 -0.030  -0.364
C -0.836 -0.698 1.944  -1.083
H 0.632 0.029 -2.621  0.283
C 0.841 -0.204 -0.370  0.097
H -0.162 1.351 -1.782  0.256
H 1.597 1.294 -1.844  0.297
C -1.258 -0.083 0.844  0.826
H 0.252 -1.335 0.246  0.395
H -1.669 -1.010 2.566  0.294

[3]
The following is a quantum chemistry calculation of a structure of composition C4H6O2 in a non-equilibrium geometry, from OMol25.

- energy above the lowest of the compared OMol25 structures with the same formula, charge and spin (kcal/mol) = 117.2
- HOMO level (eV) = -8.9
- F_max (eV Å⁻¹) = 1.9
- frontier orbital gap (eV) = 9.78
- net charge = 0

Each line ends with the Mulliken charge.
Geometry (Å):
O -0.777 0.994 -0.642  -0.371
C 0.446 0.327 -0.736  -0.053
C 0.466 -0.701 0.394  -0.045
H -2.145 -0.566 -0.516  0.255
H 1.227 1.229 -0.054  0.174
H 0.670 -1.740 0.132  0.411
O -0.783 -0.530 1.063  -0.406
H 2.485 -0.111 0.313  0.237
H 0.756 -0.001 -1.728  0.394
H -2.326 0.768 0.698  0.222
C -1.616 0.141 0.150  -0.130
C 1.540 0.204 0.784  -0.687

[4]
The following is a quantum chemistry calculation of a cluster of 3 separate species, C4H6O2 in total in a non-equilibrium geometry, from OMol25.

- energy above the lowest of the compared OMol25 structures with the same formula, charge and spin (kcal/mol) = 91.4
- HOMO level (eV) = -9.4
- F_max (eV Å⁻¹) = 1.3
- frontier orbital gap (eV) = 9.74
- net charge = 0

Each line ends with the Mulliken charge.
Geometry (Å):
C 0.206 -0.029 1.156  -0.686
H 1.223 0.021 1.534  0.361
C 0.872 -1.042 -0.511  -0.281
H 1.694 -0.339 -0.729  0.318
H 1.140 -1.886 0.137  0.343
H 0.261 1.930 0.309  0.296
O -0.047 -1.190 -1.355  -0.459
C -0.372 1.102 0.628  -0.525
O -1.958 0.445 -2.194  -0.268
H -0.442 -0.765 1.629  0.289
C -1.160 0.404 -1.372  0.253
H -1.417 1.350 0.768  0.360

[5]
The following is a quantum chemistry calculation of the molecule C4H6O2, from OMol25.

- energy above the lowest of the compared OMol25 structures with the same formula, charge and spin (kcal/mol) = 22.9
- HOMO level (eV) = -9.9
- F_max (eV Å⁻¹) = 0.6
- frontier orbital gap (eV) = 9.33
- net charge = 0

Each line ends with the Mulliken charge.
Geometry (Å):
C 1.395 0.912 0.163  -1.102
H -0.008 0.881 -1.464  0.275
H -0.765 1.257 0.099  0.280
H 1.421 0.870 1.257  0.331
C -1.610 -1.265 0.469  -0.002
H -1.744 -2.366 0.451  0.360
H 1.730 1.907 -0.144  0.300
O 0.223 -1.687 -0.919  -0.512
C -0.385 -0.817 -0.334  0.412
O -2.352 -0.513 1.049  -0.454
C -0.008 0.642 -0.395  -0.206
H 2.102 0.177 -0.233  0.318

[6]
The following is a quantum chemistry calculation of the molecule C4H6O2 in a non-equilibrium geometry, from OMol25.

- energy above the lowest of the compared OMol25 structures with the same formula, charge and spin (kcal/mol) = 26.7
- HOMO level (eV) = -10.1
- F_max (eV Å⁻¹) = 1.1
- frontier orbital gap (eV) = 11.00
- net charge = 0

Each line ends with the Mulliken charge.
Geometry (Å):
O 0.404 1.214 1.902  -0.471
H 0.050 0.320 -1.765  0.298
H -1.560 1.619 1.684  0.352
O 0.834 -2.150 -0.122  -0.473
C 1.068 -1.215 -0.836  0.051
H -1.778 0.233 -0.330  0.394
C 0.389 0.132 -0.744  -0.564
H 1.104 0.861 -0.364  0.320
C -0.837 0.118 0.201  -0.417
H -0.829 -0.884 0.651  0.245
C -0.659 1.079 1.361  -0.090
H 1.812 -1.327 -1.639  0.356

[7]
The following is a quantum chemistry calculation of a structure of composition C4H6O2 in a non-equilibrium geometry, from OMol25.

- energy above the lowest of the compared OMol25 structures with the same formula, charge and spin (kcal/mol) = 73.0
- HOMO level (eV) = -9.0
- F_max (eV Å⁻¹) = 1.1
- frontier orbital gap (eV) = 9.90
- net charge = 0

Each line ends with the Mulliken charge.
Geometry (Å):
H 0.041 -2.152 -0.385  0.279
H 0.872 1.070 1.364  0.206
C 0.545 0.425 -0.816  -0.117
H 0.408 0.946 -1.758  0.364
C 0.438 -1.302 0.172  -0.394
O 1.431 -0.652 -0.657  -0.413
C -0.520 -0.107 0.070  0.499
O -1.874 -0.328 -0.108  -0.546
C 0.224 1.116 0.492  -0.747
H 0.841 -1.598 1.148  0.217
H -0.026 2.110 0.151  0.323
H -2.365 0.414 0.258  0.328

[8]
The following is a quantum chemistry calculation of the molecule C4H6O2 in a non-equilibrium geometry, from OMol25.

- energy above the lowest of the compared OMol25 structures with the same formula, charge and spin (kcal/mol) = 90.6
- HOMO level (eV) = -9.4
- F_max (eV Å⁻¹) = 4.2
- frontier orbital gap (eV) = 10.29
- net charge = 0

Each line ends with the Mulliken charge.
Geometry (Å):
H -1.488 -1.530 -0.272  0.314
C -1.657 0.358 0.221  -0.185
H -1.559 0.303 1.354  0.198
H -2.289 1.180 -0.123  0.315
C 1.201 -0.228 -0.594  -0.160
C 1.079 1.129 -0.054  -0.627
O -2.187 -0.905 -0.179  -0.506
H 1.350 -0.570 -1.668  0.274
H 1.729 1.967 0.148  0.325
C -0.047 0.432 -0.121  0.259
H 2.052 -0.912 1.115  0.341
O 1.816 -1.226 0.171  -0.550

[9]
The following is a quantum chemistry calculation of a structure of composition C4H6O2, from OMol25.

- energy above the lowest of the compared OMol25 structures with the same formula, charge and spin (kcal/mol) = 68.5
- HOMO level (eV) = -9.2
- F_max (eV Å⁻¹) = 0.5
- frontier orbital gap (eV) = 10.10
- net charge = 0

Each line ends with the Mulliken charge.
Geometry (Å):
H 0.138 -1.562 1.482  0.331
H -1.956 -0.183 0.970  0.347
H 1.152 -1.208 -1.095  0.310
C 0.148 -1.023 0.532  -0.175
O -1.127 0.398 -0.945  -0.380
C 0.316 0.464 0.639  -0.211
O 0.707 -1.798 -0.473  -0.545
H -0.031 2.160 -0.720  0.263
H 0.861 0.838 -1.531  0.197
C 0.126 1.077 -0.745  -0.452
C -1.052 -0.146 0.365  -0.030
H 0.718 0.990 1.499  0.346

[10]
The following is a quantum chemistry calculation of the molecule C4H6O2, from OMol25.

- energy above the lowest of the compared OMol25 structures with the same formula, charge and spin (kcal/mol) = 90.1
- HOMO level (eV) = -8.9
- F_max (eV Å⁻¹) = 0.5
- frontier orbital gap (eV) = 9.31
- net charge = 0

Each line ends with the Mulliken charge.
Geometry (Å):
H 1.502 0.630 1.628  0.320
H 0.578 -1.514 -1.207  0.354
C 1.438 0.024 0.701  -0.055
H -1.002 -1.335 -0.402  0.430
O -0.750 1.117 0.478  -0.258
O 2.272 -0.797 0.420  -0.456
H -0.696 -0.507 -1.946  0.318
C -1.704 0.444 1.055  -0.319
H 0.685 1.129 -0.912  0.222
C -0.247 -0.828 -1.003  -1.230
C 0.285 0.367 -0.234  0.508
H -2.361 1.268 1.422  0.165

[11]
The following is a quantum chemistry calculation of the molecule C4H6O2, from OMol25.

- energy above the lowest of the compared OMol25 structures with the same formula, charge and spin (kcal/mol) = 38.6
- HOMO level (eV) = -9.7
- F_max (eV Å⁻¹) = 0.7
- frontier orbital gap (eV) = 10.71
- net charge = 0

Each line ends with the Mulliken charge.
Geometry (Å):
H -1.473 0.019 -1.602  0.263
C 0.526 -0.314 -0.611  -0.241
H -1.524 -0.668 0.095  0.241
C 1.028 -1.032 0.580  0.022
H 1.084 -0.418 -1.535  0.380
C -0.105 1.042 -0.248  -0.139
H 0.033 1.847 -0.964  0.371
H 2.066 -1.412 0.530  0.369
H -0.534 0.818 1.537  0.348
O 0.384 -1.156 1.605  -0.541
C -0.976 -0.084 -0.646  -0.544
O -0.058 1.501 1.048  -0.529

[12]
The following is a quantum chemistry calculation of a structure of composition C4H6O2 in a non-equilibrium geometry, from OMol25.

- energy above the lowest of the compared OMol25 structures with the same formula, charge and spin (kcal/mol) = 214.8
- HOMO level (spin up / spin down) (eV) = -9.3 / -7.8
- F_max (eV Å⁻¹) = 4.7
- frontier orbital gap (spin up / spin down) (eV) = 9.64 / 7.34
- net charge = 0

Each line ends with the Mulliken charge.
Geometry (Å):
C 0.173 -0.713 0.923  -0.421
O 1.678 3.110 -0.038  -0.199
H -0.426 -0.120 1.588  0.160
H -0.765 -2.709 -0.008  0.331
C -0.890 -1.646 0.070  -0.392
H 1.108 -0.892 1.362  0.311
H -0.840 -0.921 -2.147  0.431
C 0.324 -0.123 -0.408  -0.041
O 0.615 2.375 0.225  -0.209
C -0.604 -0.700 -1.172  -0.519
H 1.488 3.655 -0.730  0.327
H -1.863 -1.317 0.335  0.221

[13]
The following is a quantum chemistry calculation of the molecule C4H6O2 in a non-equilibrium geometry, from OMol25.

- energy above the lowest of the compared OMol25 structures with the same formula, charge and spin (kcal/mol) = 50.2
- HOMO level (eV) = -9.8
- F_max (eV Å⁻¹) = 1.2
- frontier orbital gap (eV) = 9.68
- net charge = 0

Each line ends with the Mulliken charge.
Geometry (Å):
H 2.777 0.610 0.742  0.284
O -1.445 -0.003 1.298  -0.536
C -1.640 -0.146 -0.093  -0.503
H 0.491 1.019 0.934  0.399
H -2.127 -1.124 -0.237  0.261
C -0.265 -0.084 -0.702  -0.160
O 2.653 -0.353 -1.058  -0.491
H -2.326 0.598 -0.524  0.326
C 2.161 0.223 -0.111  -0.071
C 0.722 0.401 0.075  -0.223
H -0.863 -0.779 1.421  0.341
H -0.139 -0.363 -1.745  0.374

[14]
The following is a quantum chemistry calculation of the molecule C4H6O2, from OMol25.

- energy above the lowest of the compared OMol25 structures with the same formula, charge and spin (kcal/mol) = 117.0
- HOMO level (eV) = -9.7
- F_max (eV Å⁻¹) = 0.3
- frontier orbital gap (eV) = 8.66
- net charge = 0

Each line ends with the Mulliken charge.
Geometry (Å):
C -0.886 -1.288 0.059  -0.586
O 1.145 2.282 0.140  -0.567
C -0.908 1.450 0.152  -0.515
H -1.499 -0.353 0.067  0.272
C 0.504 1.232 0.091  0.675
H 2.103 -0.079 -0.410  0.296
H 1.326 -0.432 1.156  0.279
H -1.436 -2.040 -0.510  0.242
O 0.358 -1.106 -0.556  -0.332
H -1.335 1.623 -0.849  0.267
C 1.143 -0.148 0.106  -0.345
H -0.789 -1.599 1.109  0.313

[15]
The following is a quantum chemistry calculation of the molecule C4H6O2 in a non-equilibrium geometry, from OMol25.

- energy above the lowest of the compared OMol25 structures with the same formula, charge and spin (kcal/mol) = 77.6
- HOMO level (eV) = -9.9
- F_max (eV Å⁻¹) = 1.8
- frontier orbital gap (eV) = 10.63
- net charge = 0

Each line ends with the Mulliken charge.
Geometry (Å):
H -0.692 -2.045 -0.406  0.248
O -0.037 1.178 -1.243  -0.491
H -0.239 -0.765 1.499  0.202
H 1.304 1.101 0.920  0.168
H -0.569 1.794 -0.721  0.308
H -0.797 0.879 1.104  0.438
O 2.522 -0.477 0.326  -0.466
C 0.238 0.030 -0.486  0.508
C 1.531 0.192 0.241  0.131
H -1.601 -0.752 -1.309  0.227
C -0.866 -0.977 -0.543  -0.458
C -0.665 -0.145 0.715  -0.815

[16]
The following is a quantum chemistry calculation of the molecule C4H6O2, from OMol25.

- energy above the lowest of the compared OMol25 structures with the same formula, charge and spin (kcal/mol) = 83.2
- HOMO level (eV) = -8.8
- F_max (eV Å⁻¹) = 0.6
- frontier orbital gap (eV) = 9.27
- net charge = 0

Each line ends with the Mulliken charge.
Geometry (Å):
H 0.076 -2.642 0.162  0.256
H -0.025 2.101 -1.151  0.247
H 1.675 0.797 1.085  0.324
C -0.553 0.074 -0.658  -0.446
O 2.425 1.617 -0.597  -0.454
C -0.837 -2.047 0.226  -0.561
H -0.506 1.849 0.561  0.278
H -1.419 -2.350 1.098  0.228
H -1.413 -2.127 -0.697  0.360
C 1.503 1.280 0.102  0.025
O -0.442 -0.677 0.408  -0.137
C 0.046 1.430 -0.294  -0.120

[17]
The following is a quantum chemistry calculation of the molecule C4H6O2 in a non-equilibrium geometry, from OMol25.

- energy above the lowest of the compared OMol25 structures with the same formula, charge and spin (kcal/mol) = 128.5
- HOMO level (spin up / spin down) (eV) = -8.9 / -7.6
- F_max (eV Å⁻¹) = 2.5
- frontier orbital gap (spin up / spin down) (eV) = 9.44 / 6.66
- net charge = 0

Each line ends with the Mulliken charge.
Geometry (Å):
H -0.808 -0.445 1.786  0.282
H -1.017 1.464 -1.441  0.401
H 1.463 -0.300 1.464  0.297
C -1.036 -0.437 0.728  -1.124
C 1.273 0.080 0.461  -0.962
H -0.307 -2.010 -0.957  0.356
C -0.260 1.141 -0.717  -0.115
H -2.077 -0.322 0.435  0.336
O 0.162 -1.227 -1.285  -0.494
O 0.464 1.934 -0.096  -0.455
C 0.002 -0.257 -0.259  1.181
H 2.140 0.379 -0.119  0.296

[18]
The following is a quantum chemistry calculation of the molecule C4H6O2, from OMol25.

- energy above the lowest of the compared OMol25 structures with the same formula, charge and spin (kcal/mol) = 23.0
- HOMO level (eV) = -10.0
- F_max (eV Å⁻¹) = 0.6
- frontier orbital gap (eV) = 10.92
- net charge = 0

Each line ends with the Mulliken charge.
Geometry (Å):
H -0.938 -2.017 -1.384  0.338
C 0.212 0.516 0.769  -0.484
H 0.220 -1.643 0.931  0.351
H 1.151 2.457 0.175  0.355
H 0.868 0.561 1.646  0.325
O -2.087 -0.573 -0.573  -0.479
C 0.193 -0.874 0.146  -0.616
H 1.079 -1.036 -0.478  0.323
C -1.039 -1.164 -0.681  0.077
C 0.648 1.557 -0.236  0.014
O 0.492 1.434 -1.427  -0.467
H -0.799 0.782 1.111  0.264

[19]
The following is a quantum chemistry calculation of the molecule C4H6O2, from OMol25.

- energy above the lowest of the compared OMol25 structures with the same formula, charge and spin (kcal/mol) = 43.6
- HOMO level (eV) = -8.2
- F_max (eV Å⁻¹) = 0.4
- frontier orbital gap (eV) = 8.91
- net charge = 0

Each line ends with the Mulliken charge.
Geometry (Å):
C -0.583 -0.381 1.105  -0.451
O 1.986 -0.440 0.972  -0.561
C -1.172 0.240 -0.206  -0.385
C 0.763 -0.175 0.463  0.283
H 0.431 0.299 -2.575  0.335
H -1.817 -0.429 -0.788  0.235
O 0.826 0.778 -1.831  -0.564
H 2.642 -0.164 0.316  0.325
H -1.684 1.199 -0.058  0.192
C 0.259 0.316 -0.676  0.151
H -0.790 0.187 2.019  0.241
H -0.860 -1.430 1.260  0.200

[20]
The following is a quantum chemistry calculation of the molecule C4H6O2, from OMol25.

- energy above the lowest of the compared OMol25 structures with the same formula, charge and spin (kcal/mol) = 92.9
- HOMO level (eV) = -8.7
- F_max (eV Å⁻¹) = 0.4
- frontier orbital gap (eV) = 9.38
- net charge = 0

Each line ends with the Mulliken charge.
Geometry (Å):
C -1.338 -0.253 -0.539  -0.513
H 0.824 1.241 -0.369  0.279
H -0.144 -1.240 1.132  0.368
H -1.017 -0.163 -1.580  0.240
H -2.106 -1.031 -0.460  0.266
H 2.609 -0.195 -0.858  0.312
C 1.053 0.310 0.172  -0.557
O -1.034 0.701 1.255  -0.203
O 1.764 -0.601 -0.632  -0.511
C -1.871 0.961 0.246  -0.254
C -0.272 -0.320 0.549  0.247
H 1.596 0.580 1.090  0.325

Number 1: E_tot -8336.414 eV. Number 2: E_tot -8336.565 eV. Number 3: E_tot -8335.377 eV. Number 4: E_tot -8336.499 eV. Number 5: E_tot -8339.467 eV. Number 6: E_tot -8339.302 eV. Number 7: E_tot -8337.296 eV. Number 8: E_tot -8336.531 eV. Number 9: E_tot -8337.492 eV. Number 10: E_tot -8336.552 eV. Number 11: E_tot -8338.788 eV. Number 12: E_tot -8331.148 eV. Number 13: E_tot -8338.286 eV. Number 14: E_tot -8335.389 eV. Number 15: E_tot -8337.096 eV. Number 16: E_tot -8336.853 eV. Number 17: E_tot -8334.888 eV. Number 18: E_tot -8339.465 eV. Number 19: E_tot -8338.571 eV. Number 20: E_tot -8336.434 eV.